## i
Computed, not measured: one molecule with the formula C4H6ClF, with ωB97M-V/def2-TZVPD.

* Kohn-Sham gap: 11.80 eV
* LUMO energy: 0.0373 Ha
* highest occupied orbital energy: -10.78 eV
* total charge: 0

Cartesian coordinates (Å):
1 C -0.23608 -1.07990 0.18764
2 C 0.83754 -0.02965 0.62461
3 C -0.05176 1.07894 0.10617
4 C -0.64873 0.08819 -0.82989
5 H -0.94376 -1.18540 0.99020
6 H 1.29559 0.03356 1.65421
7 H 1.71721 -0.17775 0.00963
8 H -0.80687 1.39695 0.86014
9 H -0.05984 0.09723 -1.74645
10 H -1.69658 0.28900 -1.14155
11 F 0.53367 2.22628 -0.36509
12 Cl 0.05963 -2.73747 -0.34963

## ii
Computed, not measured: one molecule with the formula C4H6ClF, with ωB97M-V/def2-TZVPD.

* Kohn-Sham gap: 9.89 eV
* LUMO energy: 0.0290 Ha
* highest occupied orbital energy: -9.10 eV
* total charge: 0

Cartesian coordinates (Å):
1 C -0.10203 1.41109 0.05985
2 C 0.11732 -0.03614 -0.19141
3 C -1.10961 -0.96991 -0.12096
4 C 1.28191 -0.72585 -0.01159
5 H -0.60968 2.29226 -0.73403
6 H 1.00247 1.79336 0.41870
7 H -0.57050 1.58543 1.20419
8 H -2.01142 -0.27890 0.39939
9 H -0.73977 -2.03237 0.19724
10 H -1.49067 -1.09464 -1.23980
11 F 1.36279 -2.04964 0.12669
12 Cl 2.86920 0.10531 -0.10826

## iii
Computed, not measured: one molecule with the formula C4H6ClF, with ωB97M-V/def2-TZVPD.

* Kohn-Sham gap: 10.99 eV
* LUMO energy: 0.0206 Ha
* highest occupied orbital energy: -10.43 eV
* total charge: 0

Cartesian coordinates (Å):
1 C 0.21317 -1.33176 0.27304
2 C 0.29477 0.13783 -0.15780
3 C 1.15721 0.78910 -0.84391
4 C -0.90474 0.80000 0.37756
5 H -0.66348 -1.85936 0.00126
6 H 0.05497 -1.32511 1.34718
7 H 1.11980 -1.99952 0.01363
8 H 2.08430 0.20600 -1.20632
9 H 1.17677 1.83380 -1.03061
10 H -1.21591 0.66874 1.49140
11 F -0.84265 2.12484 0.23535
12 Cl -2.47423 -0.04455 -0.50079

Bottom line: i, by a margin of 42.6 kJ/mol.

## i
Computed, not measured: a 5-piece molecular cluster, H10O5 overall, with ωB97M-V/def2-TZVPD.

* Kohn-Sham gap: 12.02 eV
* LUMO energy: 0.0202 Ha
* highest occupied orbital energy: -11.48 eV
* total charge: 0

Cartesian coordinates (Å):
1 O 1.82026 1.36343 -0.51174
2 O 1.21381 -1.51948 -0.78149
3 O -0.81694 -2.53490 1.23876
4 O -1.69307 0.04070 -0.17619
5 O -0.51338 2.68991 -0.17472
6 H 1.58461 0.37243 -0.47326
7 H 0.44237 -1.45025 -0.19850
8 H -0.29831 -2.53761 2.07159
9 H -2.65836 0.20285 -0.19391
10 H -0.70605 2.86520 0.71438
11 H 2.09732 1.22785 -1.52002
12 H 1.84983 -2.17933 -0.79578
13 H -1.11729 -1.64721 1.02648
14 H -1.46333 0.87625 0.08742
15 H 0.25853 2.23016 -0.31301

## ii
Computed, not measured: a 5-piece molecular cluster, H10O5 overall, with ωB97M-V/def2-TZVPD.

* Kohn-Sham gap: 11.07 eV
* LUMO energy: 0.0069 Ha
* highest occupied orbital energy: -10.88 eV
* total charge: 0

Cartesian coordinates (Å):
1 O 2.32942 -1.67829 0.78693
2 H 1.54683 -1.18490 0.49592
3 H 2.75725 -0.84528 0.75564
4 O 1.33466 0.80766 2.66838
5 H 0.93091 0.66727 1.87959
6 H 1.15051 1.70375 2.70624
7 O -0.58516 -0.04124 0.34868
8 H -0.43021 0.38731 -0.59934
9 H -1.36237 -0.34178 0.52041
10 O -3.82828 0.18526 -1.01521
11 H -3.74067 0.53943 -0.03546
12 H -4.19832 -0.77438 -1.07956
13 O 1.08446 -0.05794 -2.32502
14 H 1.53830 0.84676 -2.03437
15 H 1.47266 -0.21363 -3.07281

## iii
Computed, not measured: a 5-piece molecular cluster, H10O5 overall, with ωB97M-V/def2-TZVPD.

* Kohn-Sham gap: 11.89 eV
* LUMO energy: 0.0127 Ha
* highest occupied orbital energy: -11.55 eV
* total charge: 0

Cartesian coordinates (Å):
1 H -0.92736 -0.31134 1.11596
2 H 0.19794 -1.02294 0.38291
3 H 0.95386 2.69376 0.15230
4 H 0.67172 4.18158 0.02258
5 H 5.27293 -2.35293 -0.18521
6 H 4.13786 -1.46244 -0.66344
7 H -3.52875 -2.62214 0.19024
8 H -3.62402 -2.12830 -1.24402
9 H -2.14969 0.49902 0.24153
10 H -1.72951 1.81550 -0.39122
11 O 0.02025 -0.48177 1.16044
12 O 1.14492 3.45787 -0.40323
13 O 4.91601 -1.46219 -0.09470
14 O -2.99832 -2.24379 -0.52003
15 O -2.35786 1.44010 0.23587

## iv
Computed, not measured: a 5-piece molecular cluster, H10O5 overall, with ωB97M-V/def2-TZVPD.

* Kohn-Sham gap: 10.98 eV
* LUMO energy: 0.0050 Ha
* highest occupied orbital energy: -10.84 eV
* total charge: 0

Cartesian coordinates (Å):
1 O -0.17887 -0.80387 0.02553
2 H 0.36713 -0.26687 0.60753
3 H -0.85887 -1.12787 0.56953
4 O 1.56813 1.02213 1.59553
5 H 2.24513 0.64413 1.02653
6 H 1.85113 1.82113 2.08653
7 O 1.36013 -1.11787 -1.96447
8 H 0.85613 -0.95287 -1.16847
9 H 1.32513 -2.06987 -2.10847
10 O -1.79587 -1.64087 -2.41347
11 H -1.22987 -1.17787 -1.82347
12 H -2.68687 -1.40387 -2.15947
13 O -0.89287 2.63313 2.17353
14 H -0.20287 2.07013 1.81853
15 H -1.72687 2.37113 1.73453

Bottom line: iv, by a margin of 17.6 kJ/mol.